The following is a quantum chemistry calculation of 8 unconnected molecules or ions with the total composition C39H61Br2N2O27P, from OMol25.

The geometry in XYZ format:
```
132
Properties=species:S:1:pos:R:3:forces:R:3
C -0.91345 1.81190 -10.89922 0.07 0.06 -0.11
C -1.33140 0.87227 -9.80588 -0.56 -0.31 0.02
O -2.48094 0.62893 -9.54643 0.33 0.20 0.09
O -0.29536 0.29293 -9.14139 0.19 0.37 -0.06
C -0.28160 0.57647 -7.72924 0.08 0.06 0.39
C 0.93190 -0.10581 -7.09642 -0.15 -0.20 0.06
C 0.60074 -1.17766 -6.02867 0.12 0.53 -0.15
C 1.23039 -0.85679 -4.67457 -0.01 -0.37 0.26
C 0.93985 -1.94362 -3.61164 0.09 -0.05 -0.36
C 2.18515 -2.54302 -2.92879 -0.37 -0.26 0.23
C 2.37375 -2.09513 -1.47566 0.16 0.18 -0.27
C 2.30724 -0.57888 -1.32157 0.43 -0.20 -0.02
C 2.39047 -0.12324 0.09736 0.07 -0.30 0.36
O 2.52449 -0.86214 1.03058 0.02 0.27 -0.24
O 2.45113 1.25821 0.27492 -0.42 -0.19 0.42
C 1.26097 2.08077 0.48360 -0.02 0.74 -0.56
C 1.63639 3.15126 1.52804 0.06 0.09 0.10
C 0.62534 4.29381 1.78105 0.66 0.34 0.41
C -0.20209 4.30046 3.05834 -0.68 0.23 -0.02
N 0.27574 3.64108 4.14860 -0.02 0.12 -0.20
O -1.25531 4.92719 3.08868 0.27 -0.61 -0.09
C -0.00330 1.21873 0.64486 -0.05 -0.43 0.29
Br -1.63047 2.26069 0.27506 0.12 0.23 -0.06
C -0.24569 0.28318 1.88525 -0.54 -0.07 -0.13
C -1.62828 0.35233 2.53029 0.23 -0.42 0.35
Br 1.02336 0.38696 3.36838 0.19 0.05 0.07
P 1.07422 3.17320 -1.11324 0.11 -0.03 -0.19
N 2.76221 3.47924 -1.29271 -0.08 -0.37 -0.01
O 0.81260 2.03773 -2.28955 -0.02 0.02 0.02
H -1.65823 2.60337 -10.96272 0.04 -0.03 -0.07
H -0.89853 1.28246 -11.85344 0.00 -0.03 0.03
H 0.07668 2.22556 -10.71888 -0.03 -0.03 0.01
H -0.21316 1.66268 -7.59859 -0.03 -0.03 -0.13
H -1.21968 0.25913 -7.27224 -0.01 -0.13 -0.10
H 1.50167 -0.54763 -7.91482 0.06 0.02 0.04
H 1.57272 0.65291 -6.64185 0.00 0.01 -0.06
H -0.48364 -1.22419 -5.90887 -0.02 -0.25 -0.01
H 0.96550 -2.15047 -6.36172 -0.17 -0.08 0.06
H 0.86559 0.11385 -4.32300 0.11 0.07 -0.11
H 2.31318 -0.79672 -4.81295 0.01 0.22 0.04
H 0.41107 -2.75867 -4.11330 -0.01 0.02 0.02
H 0.24094 -1.55401 -2.86480 -0.01 -0.06 0.02
H 3.08774 -2.34686 -3.51070 -0.04 0.16 0.00
H 2.05503 -3.62737 -2.92992 0.22 0.10 0.07
H 3.35547 -2.41739 -1.12129 -0.09 -0.13 0.08
H 1.62217 -2.58096 -0.84799 0.00 0.12 0.06
H 1.42240 -0.16149 -1.79185 -0.15 0.02 0.03
H 3.18240 -0.13446 -1.81573 -0.28 0.02 -0.11
H 2.54098 3.61510 1.12757 -0.03 -0.06 -0.01
H 1.95585 2.70354 2.46261 -0.11 -0.23 0.01
H -0.05523 4.46929 0.95673 -0.10 -0.04 0.02
H 1.21309 5.21747 1.86311 -0.03 -0.02 -0.11
H -0.37206 3.25785 4.82451 0.05 0.35 0.19
H 1.24542 3.40615 4.22894 -0.03 -0.37 -0.18
H -0.02587 0.55381 -0.21939 0.12 0.03 0.03
H -0.14181 -0.74001 1.52621 0.37 0.09 0.03
H -2.39861 0.02127 1.83497 -0.05 0.26 -0.06
H -1.62421 -0.35370 3.36489 -0.05 0.00 -0.06
H -1.84063 1.33432 2.94274 -0.13 0.11 -0.12
H 3.01621 3.41975 -2.27404 0.06 0.42 0.01
H 3.32684 2.78977 -0.80044 0.00 -0.02 -0.11
H 1.63696 1.59723 -2.53596 -0.06 -0.10 0.01
C 7.42259 -0.36507 -0.49946 0.12 0.13 -0.04
C 7.24975 1.10981 -0.80681 0.03 0.01 0.11
O 6.50986 1.07899 -2.03703 0.02 0.03 0.02
C 5.85966 -0.10124 -2.10968 -0.04 -0.02 0.08
O 5.01381 -0.36561 -2.90557 0.09 0.08 -0.17
O 6.26885 -0.93584 -1.13627 0.05 -0.07 0.06
H 7.41645 -0.59394 0.55985 -0.12 -0.05 0.01
H 8.31997 -0.78578 -0.95287 0.01 0.00 -0.01
H 6.64951 1.62601 -0.05535 -0.02 -0.02 0.00
H 8.18787 1.63905 -0.94507 -0.02 0.00 -0.16
C -0.47076 -1.27992 6.63146 0.03 0.12 0.04
C 0.60419 -2.16562 7.22814 0.05 0.04 -0.06
O -0.16669 -3.13596 7.94677 0.04 0.00 0.00
C -1.40295 -3.19505 7.39705 0.05 0.06 -0.03
O -2.22091 -4.01397 7.65793 -0.07 -0.07 0.03
O -1.57292 -2.18968 6.50834 0.00 0.04 -0.01
H -0.21061 -0.87161 5.66066 -0.08 -0.06 -0.09
H -0.76039 -0.46648 7.29874 0.00 -0.01 0.01
H 1.19069 -2.67984 6.46473 -0.02 0.00 -0.02
H 1.27232 -1.64278 7.90667 -0.06 -0.06 0.10
C -1.82537 -6.77818 -3.94252 -0.07 -0.06 0.04
C -1.37365 -6.65677 -2.49911 -0.10 -0.01 0.03
O 0.02401 -6.38358 -2.64337 -0.02 -0.03 0.03
C 0.23084 -5.84380 -3.86775 -0.08 0.06 0.01
O 1.24648 -5.34518 -4.22413 0.06 -0.10 -0.08
O -0.88823 -5.93768 -4.62170 -0.03 -0.03 -0.02
H -2.83762 -6.42373 -4.11457 0.05 0.11 -0.06
H -1.72633 -7.79479 -4.32653 0.02 -0.01 0.02
H -1.84346 -5.81679 -1.98510 0.00 0.01 -0.02
H -1.51904 -7.56309 -1.91811 0.13 -0.02 0.00
C -6.51089 3.38119 -0.19031 -0.13 0.09 0.00
C -5.65330 3.09762 1.02083 0.13 0.16 0.10
O -5.33319 1.71195 0.84737 -0.01 0.03 0.02
C -5.44044 1.41137 -0.46998 0.00 0.03 0.06
O -5.08179 0.38945 -0.95587 0.02 -0.10 -0.05
O -6.01489 2.43235 -1.14568 0.02 0.03 0.06
H -6.40249 4.39453 -0.56620 0.08 -0.06 -0.16
H -7.56611 3.17661 -0.00602 0.01 -0.02 0.04
H -4.72493 3.67346 1.02709 0.01 -0.02 -0.05
H -6.18493 3.25684 1.95276 -0.03 -0.18 0.02
C -9.58374 1.10231 4.58808 0.00 -0.12 0.02
C -8.14601 0.74810 4.26067 -0.01 -0.15 0.02
O -7.85763 1.62994 3.16887 -0.03 0.11 0.09
C -8.70169 2.69005 3.24466 -0.09 -0.13 0.04
O -8.61122 3.67367 2.58485 0.12 0.05 -0.05
O -9.65657 2.47050 4.17212 -0.02 0.01 0.03
H -9.82533 1.01912 5.64370 0.00 0.13 0.01
H -10.29867 0.52045 4.00526 0.01 0.00 -0.02
H -7.46450 0.97135 5.08345 -0.01 0.02 0.02
H -8.01047 -0.28417 3.95106 0.04 0.05 -0.12
C -4.93424 3.18347 6.53784 -0.14 0.05 -0.04
C -4.83150 2.82843 5.06438 -0.10 0.00 0.05
O -3.41905 2.87805 4.84942 -0.01 -0.08 -0.08
C -2.79924 2.68762 6.02647 -0.03 0.08 -0.12
O -1.62659 2.51285 6.14866 0.10 -0.11 0.11
O -3.67678 2.72304 7.04724 -0.04 -0.01 0.04
H -5.74812 2.68347 7.05617 0.08 -0.07 0.06
H -5.00380 4.25915 6.70407 0.01 0.00 -0.03
H -5.18051 1.81647 4.84851 0.02 -0.01 0.01
H -5.33453 3.53064 4.40615 0.11 0.08 -0.04
C 9.29041 -4.71412 1.63269 -0.04 -0.03 0.09
C 8.34248 -3.55208 1.86367 -0.06 -0.07 0.03
O 9.00829 -2.48464 1.17535 -0.05 -0.08 0.13
C 9.81821 -3.02358 0.23072 -0.03 0.00 0.00
O 10.36443 -2.39539 -0.61512 0.02 0.06 -0.07
O 9.90414 -4.36006 0.38785 0.01 -0.04 0.04
H 8.78968 -5.67344 1.54139 0.02 0.00 -0.13
H 10.06498 -4.77977 2.39812 0.00 0.03 0.00
H 7.36612 -3.71061 1.40290 0.01 -0.01 -0.02
H 8.21104 -3.29689 2.91132 0.08 0.11 -0.02
```
Positions in Å, forces in eV/Å.

## Properties
lowest unoccupied orbital energy: 0.1 eV
orbital gap: 8.464 eV
E: -9153.16305 hartree
spin multiplicity: 1
net charge: 0
SMILES: CC(=O)OCCCCCCCCC(=O)O[C@](CCC(N)=O)([C@H](Br)[C@H](C)Br)P(N)O.O=C1OCCO1.O=C1OCCO1.O=C1OCCO1.O=C1OCCO1.O=C1OCCO1.O=C1OCCO1.O=C1OCCO1

---

The following is a quantum chemistry calculation of a single C2H3BrClN molecule at a distorted geometry, from OMol25.

The geometry in XYZ format:
```
8
Properties=species:S:1:pos:R:3:forces:R:3
C -0.31736 0.50068 1.20603 1.63 1.29 -0.77
C 0.56460 -0.59998 -0.90838 0.72 1.04 -0.62
N -0.36850 -0.13117 -0.02134 -1.72 -1.95 2.38
Cl 2.16694 0.21116 -0.89503 -1.40 -0.44 -0.04
Br -0.27421 -0.85099 -2.69380 0.65 0.15 0.93
H 0.53701 1.24232 1.48552 -1.46 -1.81 -1.07
H -1.13380 0.49018 1.94686 0.23 -0.50 -1.11
H -1.17469 -0.86220 -0.11986 1.35 2.22 0.32
```
Positions in Å, forces in eV/Å.

## Properties
lowest unoccupied orbital energy (alpha / beta): -0.2 / 0.0 eV
orbital gap (alpha / beta): 7.595 / 7.876 eV
E: -3166.85402 hartree
relative energy (zero: lowest compared OMol25 entry of this formula, charge and spin): 1.961 eV
spin multiplicity: 1
net charge: 0

---

The following is a quantum chemistry calculation of a single C4H10SSi molecule at a distorted geometry, from OMol25.

The geometry in XYZ format:
```
16
Properties=species:S:1:pos:R:3:forces:R:3
C -0.38673 -1.03010 0.12568 0.72 -0.95 2.10
C -0.35507 -0.13081 -1.12505 2.75 -1.39 0.87
C 0.91341 -1.77570 0.60659 -0.69 1.45 2.25
C -1.02441 2.65168 0.18204 -0.89 -1.87 0.09
Si 0.19772 1.68676 -0.96635 0.59 0.70 -0.25
S 2.46881 -0.77159 0.91234 -0.04 -0.49 -2.37
H -0.72660 -0.42605 1.01710 0.06 -0.60 -0.86
H -1.04619 -1.95613 0.07837 0.09 1.41 -0.41
H 0.17504 -0.66910 -1.95900 0.06 0.67 0.75
H -1.31609 -0.22389 -1.41870 -3.61 0.43 -1.29
H 0.63652 -2.29429 1.62165 0.76 0.80 -2.02
H 1.23261 -2.45612 -0.12023 0.18 -1.39 -0.86
H -2.05435 2.17031 0.18951 0.73 1.15 -0.55
H -0.79888 2.47017 1.22429 0.67 -0.11 0.58
H -0.94213 3.73492 0.06401 -0.44 -0.25 -0.34
H 3.02633 -0.98005 -0.43224 -0.95 0.46 2.30
```
Positions in Å, forces in eV/Å.

## Properties
lowest unoccupied orbital energy: -0.1 eV
orbital gap: 7.502 eV
E: -845.97762 hartree
relative energy (zero: lowest compared OMol25 entry of this formula, charge and spin): 3.061 eV
spin multiplicity: 1
net charge: 0

---

The following is a quantum chemistry calculation of a single C5H8O molecule at a distorted geometry, from OMol25.

The geometry in XYZ format:
```
14
Properties=species:S:1:pos:R:3:forces:R:3
C -1.35318 0.46186 0.72025 -0.74 0.14 -0.32
C -0.17731 -0.43784 0.89200 0.02 3.09 1.15
C 0.49289 -1.04437 -0.22832 -0.92 -2.92 -1.33
C 0.85890 -0.12591 -1.27521 0.16 4.73 -0.25
O 0.31886 1.41606 -0.76045 1.78 -2.71 -1.83
C -0.10995 1.23918 0.48691 -0.37 -2.40 2.18
H -1.97718 0.30510 -0.15685 -0.04 0.06 0.02
H -1.92380 0.68722 1.61777 0.06 -0.11 -0.08
H 0.08886 -0.76500 1.88729 -0.04 0.10 0.00
H -0.14607 -1.70689 -0.85246 -0.16 -0.51 0.88
H 1.33764 -1.65271 0.07181 0.19 0.04 0.26
H 0.36392 -0.12350 -2.20956 -0.73 -0.42 -0.72
H 1.91114 -0.10661 -1.45664 0.82 0.62 -0.06
H 0.31527 1.85341 1.26346 -0.02 0.27 0.10
```
Positions in Å, forces in eV/Å.

## Properties
lowest unoccupied orbital energy: 1.1 eV
orbital gap: 9.335 eV
E: -270.44506 hartree
relative energy (zero: lowest compared OMol25 entry of this formula, charge and spin): 3.070 eV
spin multiplicity: 1
net charge: 0
SMILES: C1C[C@@H]2C[C@@H]2O1

---

The following is a quantum chemistry calculation of a single C6H13NO molecule at a distorted geometry, from OMol25.

The geometry in XYZ format:
```
21
Properties=species:S:1:pos:R:3:forces:R:3
C -0.63004 -1.50662 -0.76736 -0.49 -0.68 -0.23
C -2.11940 -1.21122 -0.98855 0.76 -1.24 -0.13
C -2.40095 0.19392 -1.37648 0.01 0.87 -0.04
O -1.55475 0.94756 -1.80562 -0.20 -0.32 0.22
C -0.04872 -0.85636 0.48714 -0.02 0.64 -0.93
N 0.91067 0.17452 0.12743 0.64 -0.13 0.15
C 1.25194 1.12676 1.17890 -0.28 -0.19 0.10
C 2.69937 1.60188 1.08782 0.20 -0.55 -0.16
H -0.51718 -2.59377 -0.68677 -0.12 0.11 -0.04
H -0.13690 -1.24537 -1.69704 0.55 0.30 0.12
H -2.68769 -1.64923 -0.17015 -0.41 0.62 0.21
H -2.42533 -1.82219 -1.84627 -0.21 0.10 -0.18
H -3.44236 0.56442 -1.31171 -0.04 -0.21 0.04
H 0.45420 -1.62804 1.07862 -0.17 0.29 0.26
H -0.90651 -0.42178 1.02163 0.11 -0.19 0.47
H 0.67724 0.65336 -0.73039 -0.32 -0.12 0.02
H 1.05847 0.64381 2.14517 0.16 0.00 -0.16
H 0.57182 1.98506 1.13442 -0.03 0.11 0.17
H 2.78451 2.49341 0.47441 0.10 0.28 0.19
H 3.28730 0.83788 0.58066 -0.05 -0.15 -0.06
H 3.17430 1.71196 2.06415 -0.19 0.46 -0.02
```
Positions in Å, forces in eV/Å.

## Properties
lowest unoccupied orbital energy: 1.0 eV
orbital gap: 9.298 eV
E: -366.37446 hartree
relative energy (zero: lowest compared OMol25 entry of this formula, charge and spin): 1.618 eV
spin multiplicity: 1
net charge: 0
SMILES: CCNCCCC=O

---

The following is a quantum chemistry calculation of a single C5H10O molecule at a distorted geometry, from OMol25.

The geometry in XYZ format:
```
16
Properties=species:S:1:pos:R:3:forces:R:3
C -0.97976 -1.02429 1.09759 -0.07 0.06 -0.22
C -0.92868 0.16657 0.12435 -0.11 -0.39 -0.81
C -0.00996 1.33210 0.74830 -1.32 0.33 -0.04
C 0.38218 0.51890 -0.44684 -0.27 -0.61 0.15
C 1.38005 -0.55630 -0.75001 0.19 -0.08 0.11
O 0.22848 1.42461 -1.53605 0.30 -0.11 -0.15
H -1.96289 -1.16327 1.56425 0.09 0.18 -0.22
H -0.73027 -1.95767 0.57988 -0.13 0.10 0.01
H -0.25447 -0.92820 1.92294 -0.14 0.12 -0.39
H -1.75626 0.29064 -0.54996 -0.37 0.27 -0.03
H -0.06769 2.38585 0.51733 -0.54 -0.02 -0.35
H -0.57819 1.08458 1.62605 2.05 0.06 1.54
H 2.38338 -0.18343 -0.96028 -0.02 0.03 0.10
H 0.99645 -1.06917 -1.64730 0.22 -0.02 0.19
H 1.41329 -1.28813 0.05567 0.16 0.04 -0.04
H 0.48434 0.96720 -2.34593 -0.04 0.03 0.14
```
Positions in Å, forces in eV/Å.

## Properties
lowest unoccupied orbital energy: 1.0 eV
orbital gap: 9.904 eV
E: -271.64495 hartree
relative energy (zero: lowest compared OMol25 entry of this formula, charge and spin): 2.930 eV
spin multiplicity: 1
net charge: 0
SMILES: C[C@H]1C[C@]1(C)O